Entry from OMol25: a cluster of 4 separate species, C45H25F5O9 in total (the ωB97M-V functional and the def2-TZVPD basis).

## Properties
maximum force = 0.9 eV/Å
HOMO level = -9.67 eV
M = 804.7 g/mol
HOMO-LUMO gap = 8.543 eV

XYZ file:
```
84
C45H25F5O9 (the ωB97M-V functional and the def2-TZVPD basis)
O -1.849 -1.148 4.649
C -1.097 -1.991 4.209
C 0.178 -2.324 4.912
C 0.483 -1.668 6.098
C 1.651 -1.973 6.776
C 2.521 -2.934 6.272
C 2.227 -3.583 5.086
C 1.056 -3.282 4.402
C 0.767 -3.978 3.117
O 1.568 -4.750 2.628
C -0.520 -3.678 2.435
C -0.832 -4.349 1.260
C -2.030 -4.090 0.614
C -2.919 -3.158 1.137
C -2.609 -2.480 2.304
C -1.412 -2.738 2.958
H -0.205 -0.924 6.477
H 1.885 -1.462 7.701
H 3.431 -3.173 6.807
H 2.897 -4.328 4.679
H -0.134 -5.072 0.861
H -2.270 -4.611 -0.303
H -3.850 -2.947 0.628
H -3.278 -1.735 2.708
O 1.646 -2.105 -1.343
C 2.589 -2.578 -1.943
C 3.065 -1.975 -3.222
C 2.424 -0.843 -3.712
C 2.864 -0.254 -4.885
C 3.945 -0.791 -5.574
C 4.582 -1.924 -5.095
C 4.143 -2.522 -3.920
C 4.838 -3.749 -3.431
O 5.747 -4.245 -4.062
C 4.379 -4.335 -2.140
C 5.031 -5.453 -1.634
C 4.634 -5.996 -0.423
C 3.580 -5.433 0.290
C 2.924 -4.324 -0.216
C 3.318 -3.771 -1.428
H 1.586 -0.436 -3.163
H 2.365 0.629 -5.264
H 4.291 -0.325 -6.487
H 5.421 -2.357 -5.622
H 5.850 -5.881 -2.196
H 5.150 -6.862 -0.030
H 3.276 -5.845 1.242
H 2.107 -3.873 0.330
O 1.789 6.385 -2.794
C 0.833 5.856 -2.268
C 0.849 4.409 -1.909
C 1.993 3.663 -2.166
C 2.033 2.322 -1.824
C 0.934 1.718 -1.222
C -0.210 2.456 -0.969
C -0.258 3.802 -1.315
C -1.509 4.567 -1.054
O -2.484 4.017 -0.584
C -1.522 6.018 -1.394
C -2.665 6.764 -1.133
C -2.689 8.117 -1.424
C -1.570 8.732 -1.976
C -0.431 7.992 -2.245
C -0.403 6.633 -1.957
H 2.840 4.145 -2.632
H 2.924 1.742 -2.025
H 0.970 0.671 -0.952
H -1.073 1.998 -0.507
H -3.526 6.273 -0.701
H -3.579 8.697 -1.219
H -1.589 9.790 -2.198
H 0.445 8.455 -2.678
O -4.149 0.021 1.144
C -4.837 0.973 1.148
O -4.519 2.170 1.666
O -6.103 0.957 0.556
C -7.191 1.299 1.328
F -6.923 1.115 2.633
F -8.189 0.487 0.983
C -7.661 2.795 1.105
F -6.760 3.480 0.394
F -7.828 3.410 2.272
F -8.813 2.830 0.443
H -4.542 2.867 0.989
```

Here are the Löwdin charges for atoms 1 to 8, given in e:
1. O 0.112
2. C -0.274
3. C -0.080
4. C -0.002
5. C -0.057
6. C -0.058
7. C -0.003
8. C -0.080

Entry from OMol25: a structure of composition C45H26Cl6N4Pt (the ωB97M-V functional and the def2-TZVPD basis).

## Properties
maximum force = 2.4 eV/Å
charge = +2
HOMO level (alpha / beta) = -12.85 / -13.16 eV
M = 1030.5 g/mol
HOMO-LUMO gap (alpha / beta) = 4.158 / 4.590 eV

XYZ file:
```
82
C45H26Cl6N4Pt (the ωB97M-V functional and the def2-TZVPD basis)
Pt -0.079 -0.247 -0.167
Cl 0.414 6.728 -6.204
C 0.312 5.326 -5.226
C 0.844 5.339 -3.936
C 0.757 4.211 -3.154
C 0.147 3.039 -3.631
C -0.378 3.046 -4.929
C -0.303 4.173 -5.719
C 0.115 1.873 -2.753
C -1.063 1.092 -2.628
C -2.296 1.236 -3.317
C -3.069 0.137 -3.001
C -2.318 -0.652 -2.100
C -2.707 -1.905 -1.457
C -3.218 -3.052 -2.135
C -3.734 -3.028 -3.452
C -4.109 -4.181 -4.097
C -3.991 -5.420 -3.459
Cl -4.408 -6.854 -4.283
C -3.507 -5.472 -2.146
C -3.126 -4.322 -1.506
C -2.553 -1.924 -0.044
N -1.571 -1.294 0.628
C -1.804 -1.447 1.970
C -0.905 -1.110 2.983
C -1.380 -1.128 4.369
C -0.752 -1.898 5.351
C -1.143 -1.797 6.668
C -2.184 -0.936 7.019
Cl -2.639 -0.801 8.665
C -2.847 -0.193 6.041
C -2.451 -0.299 4.725
C 0.445 -0.765 2.733
C 1.478 -0.631 3.700
C 2.634 -0.356 3.020
C 2.289 -0.252 1.642
N 0.967 -0.515 1.485
C 3.167 0.232 0.637
C 2.712 0.797 -0.550
C 3.490 1.562 -1.490
C 2.627 2.071 -2.402
C 1.309 1.590 -2.059
N 1.408 0.799 -0.959
C 4.611 0.196 0.936
C 5.262 -1.039 0.905
C 6.614 -1.123 1.158
C 7.328 0.034 1.472
Cl 9.008 -0.062 1.785
C 6.679 1.268 1.540
C 5.330 1.347 1.263
C -3.034 -2.168 2.141
C -3.477 -2.494 0.900
N -1.141 -0.033 -1.833
H 1.324 6.229 -3.560
H 1.136 4.231 -2.143
H -0.806 2.143 -5.335
H -0.700 4.170 -6.723
H -2.581 2.063 -3.934
H -4.076 -0.046 -3.318
H -3.849 -2.088 -3.965
H -4.501 -4.132 -5.102
H -3.422 -6.425 -1.650
H -2.693 -4.397 -0.519
H 0.020 -2.599 5.070
H -0.652 -2.377 7.435
H -3.655 0.466 6.316
H -2.943 0.290 3.965
H 1.359 -0.716 4.760
H 3.607 -0.191 3.432
H 4.551 1.703 -1.435
H 2.865 2.670 -3.258
H 4.707 -1.929 0.650
H 7.122 -2.072 1.105
H 7.234 2.154 1.805
H 4.823 2.298 1.312
H -3.472 -2.428 3.085
H -4.378 -3.013 0.640
Cl 0.641 2.590 1.471
C -1.005 3.218 1.290
Cl -2.047 1.925 0.677
H -0.996 4.031 0.564
H -1.375 3.540 2.263
```

Here are the Löwdin charges for atoms 1 to 8, given in e:
1. Pt 1.178
2. Cl 0.759
3. C -0.645
4. C -0.066
5. C -0.023
6. C -0.172
7. C -0.011
8. C -0.065

- maximum force of number 1 (C45H25F5O9)?
  0.9 eV/Å